(1)
C32H49N3O2Re | ωB97M-V/def2-TZVPD

```
87
C32H49N3O2Re ωB97M-V/def2-TZVPD
Re -0.62614 -0.04113 -0.50774
C 2.12883 3.12721 -0.68857
C 3.41709 2.41236 -0.30841
C 3.73449 2.53403 1.18772
C 3.49261 1.01617 -0.92260
C 4.68305 0.74451 -1.58813
C 4.84975 -0.37666 -2.37912
C 3.76845 -1.19839 -2.60794
C 2.55306 -0.99855 -1.95703
C 1.41476 -1.90497 -2.38070
C 1.04954 -1.63456 -3.84458
C 1.73692 -3.38551 -2.17698
C 2.45802 0.05227 -1.02594
N 1.33100 0.09589 -0.09126
C 1.63725 0.22352 1.19231
C 0.54103 0.51539 2.03197
N -0.61011 0.55193 1.39142
C -1.82658 1.05371 2.01888
C -2.08883 2.43087 1.94363
C -3.16949 2.92170 2.66611
C -3.97646 2.08887 3.42023
C -3.74717 0.72925 3.40804
C -2.68489 0.17741 2.69482
C -2.52524 -1.32345 2.70700
C -3.82451 -2.00428 2.26387
C -2.09227 -1.82090 4.08914
C -1.33001 3.42272 1.08239
C 0.01816 3.82808 1.67984
C -1.26782 3.00206 -0.39210
H 2.12274 4.13539 -0.27547
H 1.25280 2.60681 -0.31303
H 2.04511 3.21612 -1.77444
H 4.21696 2.95128 -0.81876
H 2.86432 2.35541 1.81910
H 4.08352 3.54344 1.40486
H 4.52629 1.84549 1.48516
H 5.49293 1.45769 -1.50271
H 5.79980 -0.57359 -2.85634
H 3.86486 -2.01769 -3.30717
H 0.53187 -1.68271 -1.78134
H 1.82771 -2.00385 -4.51255
H 0.93911 -0.56637 -4.03798
H 0.11975 -2.14272 -4.10851
H 2.60694 -3.67728 -2.76340
H 0.90494 -4.01166 -2.50590
H 1.95271 -3.60893 -1.13389
H 2.66265 0.17330 1.52615
H 0.61420 0.74142 3.08830
H -3.37631 3.98410 2.63609
H -4.80007 2.49884 3.98806
H -4.40212 0.07462 3.96666
H -1.75284 -1.58475 1.98972
H -4.62407 -1.85157 2.98736
H -3.68240 -3.08048 2.17015
H -4.17156 -1.61834 1.30300
H -2.86969 -1.63127 4.82937
H -1.18404 -1.32174 4.43200
H -1.90703 -2.89693 4.07639
H -1.94137 4.32807 1.09097
H 0.71132 2.99424 1.76679
H -0.13271 4.24375 2.67596
H 0.49105 4.59636 1.06921
H -0.75571 2.01758 -0.53132
H -0.70100 3.71835 -0.98614
H -2.27089 2.91656 -0.81169
C -0.51466 1.70785 -3.61442
C -1.51622 0.62120 -3.41815
N -2.36125 0.33694 -4.38248
O -1.59804 -0.03386 -2.33254
H -0.15954 1.74237 -4.64305
H 0.32832 1.56551 -2.93823
H -0.99060 2.66452 -3.38618
H -2.34157 0.83105 -5.26109
H -3.06572 -0.37425 -4.24718
C -1.36568 -4.25178 0.54341
C 0.09670 -4.16868 0.98839
C 0.37363 -2.67788 1.05362
O -0.53349 -2.08133 0.07134
C -1.53471 -3.04852 -0.36656
H -2.03304 -4.18967 1.40082
H -1.58083 -5.17540 0.01079
H 0.74194 -4.65311 0.25889
H 0.26579 -4.63600 1.95587
H 1.39346 -2.41341 0.78550
H 0.14150 -2.26750 2.03576
H -1.33394 -3.28667 -1.41371
H -2.51628 -2.57986 -0.29173
```

Results
- Electronic energy: -1641.21527 Eh
- Total charge: +2
- 2S+1: 2
- Energy relative to the best compared isomer or geometry (same formula, charge and spin): 0.0 kJ/mol
- Gap between HOMO and LUMO (spin up / spin down): 7.310 / 6.998 eV
- <S²>: 0.923
- Molecular weight: 693.97 g mol⁻¹
- Largest force on an atom: 0.729 eV Å⁻¹



(2)
C8H48O20 | ωB97M-V/def2-TZVPD

```
76
C8H48O20 ωB97M-V/def2-TZVPD
O 0.34851 0.23671 -4.09829
H 0.87751 0.08871 -3.31529
H -0.15249 -0.51429 -4.35429
O -3.37549 1.80371 -1.61929
H -2.95549 1.12071 -2.15029
H -3.63049 2.47571 -2.30329
O 2.58951 3.04271 0.96071
H 2.81051 2.64871 0.11171
H 2.32151 2.33271 1.58371
O -0.84949 -5.13229 0.82171
H -1.73749 -5.07529 1.10671
H -0.92949 -4.76329 -0.05229
O -4.37349 0.73471 0.59071
H -4.21749 0.94571 -0.32629
H -4.18949 -0.16429 0.81371
O 2.89251 -0.11329 -2.88829
H 3.33051 -0.54329 -2.16029
H 3.55651 0.34671 -3.38829
O 0.77551 3.25171 -2.41629
H 0.93551 4.13271 -2.12929
H 0.09651 3.22871 -3.09229
O 0.88351 -3.09829 1.00871
H 0.09151 -3.49029 1.34671
H 1.52151 -3.81729 1.02571
O 3.27451 2.30371 -1.76229
H 3.20451 1.32171 -1.75129
H 2.47651 2.53871 -2.26629
O -0.89149 -4.65229 -1.82729
H -0.63449 -5.60129 -1.74029
H -0.02549 -4.30029 -2.18029
O 1.65251 -1.58929 3.11871
H 1.99851 -2.24629 3.73471
H 1.31351 -2.08329 2.30371
O -3.00549 -0.45029 -2.95629
H -2.40249 -0.82229 -2.25429
H -2.56249 -0.80329 -3.72729
C -0.98849 -0.42129 -0.21029
C 0.06851 0.34571 -0.91329
O 0.40251 1.53271 -0.35629
O -1.12049 -1.51729 -0.88229
H -1.92149 0.14171 -0.15429
H -0.62949 -0.62229 0.80171
H -0.31549 0.58371 -1.88529
H 0.88051 -0.15829 -1.18129
H 0.51351 2.18571 -1.10329
H -0.44449 -2.17629 -0.64929
C -1.70149 3.06471 1.47271
C -1.80249 4.22571 0.42971
O -3.17049 4.15371 0.02671
O -0.35649 2.88771 1.88371
H -2.14649 2.16571 1.11171
H -2.31849 3.38571 2.30871
H -1.11949 4.09871 -0.37829
H -1.50949 5.11171 0.81771
H -3.18749 3.51871 -0.71429
H 0.12051 2.25971 1.35471
C 4.65151 -2.34129 -0.40729
C 3.46551 -1.44929 -0.08329
O 3.80851 -0.13429 0.31771
O 4.99451 -1.74729 -1.63929
H 4.42751 -3.35529 -0.51729
H 5.42751 -2.18029 0.32471
H 3.22151 -1.84129 0.92471
H 2.51651 -1.58229 -0.56029
H 3.30251 0.14571 1.08671
H 5.41951 -0.93329 -1.50029
C -3.03649 -0.12729 3.75771
C -1.55549 0.30271 3.53071
O -0.73349 -0.40329 4.43371
O -3.43449 -1.18329 2.93471
H -3.65349 0.65171 3.57171
H -3.30049 -0.43229 4.84271
H -1.46149 1.30671 3.96671
H -1.31249 0.27271 2.46071
H -0.21649 -1.14229 3.99871
H -2.80249 -1.88629 3.00971
```

Results
- Electronic energy: -1838.21522 Eh
- 2S+1: 1
- Energy relative to the best compared isomer or geometry (same formula, charge and spin): 161.3 kJ/mol
- Gap between HOMO and LUMO: 7.860 eV
- Molecular weight: 464.45 g mol⁻¹
- Largest force on an atom: 7.062 eV Å⁻¹



(3)
C17H32Cl12I2NbO2 | ωB97M-V/def2-TZVPD

```
66
C17H32Cl12I2NbO2 ωB97M-V/def2-TZVPD
C -3.50872 -1.13545 1.07012
C -2.51720 -1.89566 2.18651
C -1.83774 -0.70964 3.05826
C -1.58350 -3.02153 1.50648
C -1.90990 -3.14529 -0.13432
C -0.02315 -3.14017 1.87108
O 0.82686 -2.01413 2.05754
Nb 1.06296 -0.66823 0.48503
C 1.21421 -2.31617 -1.13185
C 1.09157 1.04679 2.05385
C 1.17921 0.95655 -1.10911
C 0.64549 0.35010 -2.57480
O -0.71058 0.25518 -2.66812
C 3.31585 -0.80947 0.77241
I 3.95120 -2.90528 1.20995
C 4.24174 -0.17842 -0.41389
C 5.68776 -0.97093 -0.64604
I 4.84367 1.84127 0.32636
H -4.16983 -0.31891 1.63598
H -2.91338 -0.55380 0.25033
H -4.28702 -1.87972 0.58665
H -3.30456 -2.41900 2.91973
H -0.95912 -1.07184 3.74371
H -2.67930 -0.28525 3.79119
H -1.54668 0.19689 2.35731
H -2.04485 -4.06440 1.88613
H -1.16142 -3.98591 -0.52538
H -1.66307 -2.18044 -0.73441
H -2.99827 -3.57409 -0.31941
H 0.47211 -3.86241 1.05745
H 0.04326 -3.79039 2.87482
H -0.73845 -0.55721 0.35814
H 0.24709 -2.39565 -1.80081
H 2.07351 -1.92744 -1.86480
H 1.60476 -3.34041 -0.72016
H 0.59954 0.64726 3.04612
H 2.20584 1.35508 2.34865
H 0.59704 2.03203 1.63958
H 2.19774 1.52082 -1.18908
H 0.37090 1.79408 -0.84032
H 1.36406 -0.01756 -3.42353
H 3.59699 -0.21894 1.77138
H 3.72091 -0.13794 -1.46100
H 5.57893 -1.98293 -1.22203
H 6.32928 -1.04402 0.34354
H 6.31171 -0.25291 -1.36764
C -6.28090 2.42320 2.07423
Cl -6.58151 0.92295 2.96787
Cl -6.86291 3.82191 2.99314
Cl -4.55590 2.59379 1.70735
H -6.83083 2.37796 1.13074
C 3.49650 1.49164 -5.83228
Cl 3.19588 -0.00861 -4.93864
Cl 2.91448 2.89035 -4.91337
Cl 5.22149 1.66222 -6.19917
H 2.94656 1.44639 -6.77577
C -1.12996 3.20770 -5.37281
Cl -0.70976 2.34697 -6.86354
Cl -0.52233 4.87138 -5.42270
Cl -2.88346 3.19305 -5.11916
H -0.65619 2.69308 -4.53296
C -1.15803 2.95136 4.30007
Cl -1.18708 1.40461 5.16402
Cl -2.18027 4.14242 5.12222
Cl 0.50266 3.55152 4.15446
H -1.55588 2.79160 3.29466
```

Results
- Electronic energy: -6991.72990 Eh
- Total charge: -1
- 2S+1: 1
- Gap between HOMO and LUMO: 7.091 eV
- Molecular weight: 1040.59 g mol⁻¹
- Largest force on an atom: 7.715 eV Å⁻¹



(4)
C11H20NO3 | ωB97M-V/def2-TZVPD

```
35
C11H20NO3 ωB97M-V/def2-TZVPD
C 0.92290 -0.31435 0.81489
C -0.55064 -0.15872 0.96370
C 1.23271 -0.93934 -0.52017
C 0.59333 -2.22374 -0.79368
C -0.71203 -2.54274 0.03337
C -1.36739 -1.27426 0.51783
C 3.04210 0.54563 1.72753
C -1.75309 2.79388 -0.49762
C -2.69695 -1.14269 0.78570
C 1.75578 0.99891 1.02211
C -1.28902 1.48317 -0.91439
N 2.08058 -0.33630 -1.27245
O 1.82310 1.76823 -0.14759
O -2.15142 0.69984 -1.66162
O -1.51451 -0.05466 -2.64592
H 1.34955 -1.00820 1.66137
H -0.76312 0.41183 1.78876
H 0.40909 -2.21600 -1.88631
H 1.31205 -2.96418 -0.36035
H -1.39162 -3.18378 -0.50769
H -0.40902 -2.97466 0.99473
H 2.52443 1.18884 -0.53686
H 3.46326 -0.25321 1.09673
H 3.76077 1.33275 1.92532
H 2.66232 0.24787 2.65319
H -1.92243 3.31350 -1.36364
H -2.85902 2.83194 0.04976
H -1.00618 3.32449 0.01863
H -3.41712 -1.86662 0.45365
H -3.08802 -0.22817 1.19051
H 1.15500 1.64299 1.77982
H -2.24091 -0.22530 -3.27421
H -0.85638 0.67036 0.20809
H -0.24401 1.44095 -1.13418
H 2.14590 -0.78825 -2.16902
```

Results
- Electronic energy: -711.10542 Eh
- Total charge: +1
- 2S+1: 1
- Energy relative to the best compared isomer or geometry (same formula, charge and spin): 569.1 kJ/mol
- Gap between HOMO and LUMO: 7.444 eV
- Molecular weight: 214.28 g mol⁻¹
- Largest force on an atom: 5.381 eV Å⁻¹